# 1
DFT (ωB97M-V/def2-TZVPD) results for C34H37MoN5S as an isolated structure in a non-equilibrium geometry.

Its multiplicity is 3. As for the energy above the lowest of the compared OMol25 structures with the same formula, charge and spin: 0.827 eV. Its expectation value of S² is 2.039. The HOMO energy (spin up / spin down) comes out at -5.683 / -7.026 eV. Its LUMO energy (spin up / spin down) is -0.6460 / -0.6380 eV. The orbital gap (spin up / spin down) is 5.04 / 6.39 eV.

Element x y z (Å)
Mo -0.486 -0.356 0.180
C 2.941 -0.958 1.991
N 2.193 0.232 1.643
C 2.999 1.211 0.935
C 1.469 0.817 2.714
C 1.935 0.856 4.021
C 1.185 1.445 5.027
C -0.051 1.994 4.732
C -0.519 1.984 3.432
C 0.234 1.413 2.404
N -0.206 1.411 1.077
C -0.608 2.609 0.554
C -0.451 3.853 1.192
C -0.980 5.002 0.652
C -1.650 4.964 -0.560
C -1.728 3.769 -1.255
C -1.196 2.606 -0.727
N -1.121 1.361 -1.477
C -2.359 1.100 -2.217
C -0.029 1.536 -2.446
H 3.836 -0.751 2.594
H 3.253 -1.445 1.067
H 2.280 -1.632 2.534
H 3.775 1.652 1.580
H 2.360 2.014 0.565
H 3.483 0.722 0.091
H 2.900 0.432 4.259
H 1.565 1.475 6.037
H -0.654 2.433 5.512
H -1.482 2.421 3.198
H 0.088 3.900 2.126
H -0.867 5.937 1.180
H -2.092 5.860 -0.966
H -2.209 3.763 -2.222
H -2.512 1.811 -3.038
H -3.212 1.165 -1.543
H -2.331 0.103 -2.658
H -0.209 2.412 -3.082
H 0.054 0.657 -3.086
H 0.914 1.673 -1.916
C -3.498 -1.641 -0.131
C -2.609 -2.073 -1.263
C -3.154 -2.853 -2.270
C -2.412 -3.239 -3.371
C -1.076 -2.800 -3.459
C -0.260 -3.068 -4.568
C 1.054 -2.649 -4.607
C 1.601 -1.984 -3.524
C 0.809 -1.702 -2.416
S 1.493 -0.868 -1.041
C -0.549 -2.054 -2.369
N -1.303 -1.678 -1.280
H -4.297 -2.371 -0.002
H -3.953 -0.669 -0.346
H -2.937 -1.564 0.804
H -4.183 -3.164 -2.181
H -2.826 -3.868 -4.144
H -0.686 -3.614 -5.395
H 1.659 -2.829 -5.483
H 2.631 -1.665 -3.511
C -0.303 -4.229 0.522
C -0.996 -3.888 1.807
C -1.526 -4.903 2.585
C -2.151 -4.634 3.790
C -2.235 -3.330 4.244
C -1.720 -2.287 3.499
C -1.790 -0.882 4.011
C -1.109 -2.543 2.245
N -0.715 -1.534 1.463
H 0.354 -5.086 0.668
H 0.286 -3.381 0.168
H -1.027 -4.494 -0.249
H -1.451 -5.926 2.242
H -2.566 -5.436 4.379
H -2.712 -3.117 5.192
H -2.571 -0.777 4.761
H -1.980 -0.187 3.186
H -0.836 -0.610 4.467

=====

# 2
DFT (ωB97M-V/def2-TZVPD) results for C34H37N4OP2S2Ti as an isolated structure.

Its multiplicity is 2. As for the charge: +4. Its expectation value of S² is 0.753. The HOMO energy (spin up / spin down) comes out at -18.956 / -18.957 eV. Its LUMO energy (spin up / spin down) is -11.6186 / -13.5700 eV. The orbital gap (spin up / spin down) is 7.34 / 5.39 eV.

Element x y z (Å)
Ti 0.517 -0.402 2.120
C -2.774 1.753 -6.626
S -2.487 0.535 -5.369
C -1.098 1.200 -4.429
C -1.547 1.786 -3.068
C -1.840 0.758 -1.965
N -0.735 0.535 -0.980
P 0.246 -0.843 -1.096
C 1.778 -0.531 -1.935
C 1.985 0.632 -2.681
C 3.169 0.798 -3.380
C 4.142 -0.195 -3.339
C 3.938 -1.352 -2.595
C 2.758 -1.527 -1.891
C -0.678 -2.147 -1.856
C -0.245 -2.720 -3.053
C -0.973 -3.763 -3.608
C -2.116 -4.228 -2.971
C -2.545 -3.656 -1.775
C -1.829 -2.616 -1.212
P -0.982 1.149 0.632
C -2.072 2.556 0.549
C -3.399 2.397 0.965
C -4.260 3.481 0.922
C -3.799 4.711 0.469
C -2.477 4.869 0.059
C -1.605 3.797 0.101
C 0.609 1.838 1.194
C 0.667 1.952 2.607
C 1.819 2.424 3.233
C 2.911 2.800 2.458
C 2.858 2.697 1.070
C 1.725 2.203 0.439
H -3.696 1.489 -7.141
H -1.930 1.731 -7.327
H -2.835 2.746 -6.174
H -0.607 1.953 -5.044
H -0.421 0.353 -4.289
H -2.434 2.405 -3.219
H -0.770 2.478 -2.738
H -2.118 -0.207 -2.391
H -2.707 1.098 -1.401
H 1.236 1.415 -2.695
H 3.340 1.699 -3.954
H 5.066 -0.067 -3.887
H 4.699 -2.119 -2.566
H 2.600 -2.432 -1.316
H 0.660 -2.374 -3.536
H -0.637 -4.224 -4.527
H -2.675 -5.048 -3.402
H -3.432 -4.032 -1.283
H -2.155 -2.179 -0.274
H -3.752 1.439 1.331
H -5.284 3.371 1.251
H -4.469 5.561 0.447
H -2.126 5.837 -0.273
H -0.569 3.931 -0.187
H -0.232 1.754 3.207
H 1.847 2.535 4.309
H 3.802 3.187 2.935
H 3.711 3.003 0.479
H 1.709 2.099 -0.636
C 0.334 -4.419 6.941
C 0.624 -3.432 5.877
C 1.849 -2.832 5.677
C 2.006 -1.891 4.665
N 0.947 -1.556 3.895
C -0.249 -2.146 4.074
S -1.474 -1.640 3.010
N -0.394 -3.065 5.044
C 3.310 -1.227 4.407
H 1.232 -4.971 7.210
H -0.448 -5.120 6.647
H -0.007 -3.889 7.837
H 2.686 -3.102 6.306
H -1.306 -3.500 5.161
H 4.096 -1.976 4.291
H 3.588 -0.613 5.267
H 3.280 -0.608 3.511
O 1.837 -0.922 1.024
N 0.606 -1.388 0.470

=====

# 3
DFT (ωB97M-V/def2-TZVPD) results for C34H38BrIrN6O2S as an isolated structure.

Its multiplicity is 1. As for the energy above the lowest of the compared OMol25 structures with the same formula, charge and spin: 0.212 eV. As for the charge: +2. The HOMO energy comes out at -13.231 eV. Its LUMO energy is -7.0717 eV. The orbital gap is 6.16 eV.

Element x y z (Å)
Ir -0.336 0.797 -2.481
C 5.573 1.262 2.024
C 4.541 0.211 2.458
C 4.312 0.343 3.963
C 5.087 -1.194 2.168
C 3.253 0.421 1.663
C 3.274 0.311 0.276
C 2.091 0.490 -0.400
Br 2.086 0.316 -2.318
C 0.867 0.786 0.180
O -0.288 0.863 -0.539
C 0.834 0.958 1.570
C 2.035 0.742 2.252
C -0.395 1.359 2.405
C -0.029 2.579 3.268
C -1.640 1.752 1.599
C -0.773 0.178 3.311
H 6.500 1.127 2.582
H 5.206 2.272 2.216
H 5.813 1.181 0.963
H 5.254 0.172 4.485
H 3.594 -0.391 4.333
H 3.965 1.342 4.237
H 5.990 -1.371 2.753
H 5.348 -1.321 1.116
H 4.356 -1.960 2.435
H 4.184 0.080 -0.261
H 2.010 0.849 3.326
H 0.258 3.426 2.642
H 0.789 2.378 3.959
H -0.893 2.875 3.864
H -1.443 2.594 0.932
H -2.415 2.059 2.304
H -2.029 0.922 1.013
H 0.038 -0.095 3.986
H -1.030 -0.701 2.714
H -1.641 0.440 3.919
N -3.204 -0.829 -3.371
C -3.403 0.420 -2.973
N -4.649 0.832 -2.806
C -4.821 2.102 -2.446
N -6.044 2.536 -2.203
N -3.809 3.013 -2.314
C -2.623 2.533 -2.477
N -2.316 1.233 -2.763
C -1.457 3.439 -2.396
C -1.590 4.802 -2.259
C -0.440 5.580 -2.208
C 0.793 4.959 -2.296
C 0.850 3.583 -2.435
N -0.254 2.836 -2.494
H -4.016 -1.400 -3.544
H -2.281 -1.223 -3.454
H -6.830 1.919 -2.328
H -6.196 3.503 -1.969
H -2.581 5.226 -2.191
H -0.510 6.654 -2.098
H 1.714 5.523 -2.260
H 1.795 3.065 -2.509
O -0.575 -1.270 -2.428
S 0.013 -2.084 -1.229
C 0.206 -3.704 -1.899
C -0.722 -4.243 -2.781
C -0.510 -5.522 -3.260
C 0.607 -6.246 -2.851
C 1.523 -5.695 -1.969
C 1.333 -4.404 -1.493
C -1.312 -2.333 -0.064
C -1.120 -3.309 0.908
C -2.104 -3.497 1.865
C -3.257 -2.722 1.845
C -3.425 -1.744 0.877
C -2.443 -1.538 -0.082
H -1.594 -3.677 -3.080
H -1.217 -5.963 -3.950
H 0.763 -7.247 -3.231
H 2.392 -6.259 -1.661
H 2.055 -3.951 -0.824
H -0.230 -3.925 0.917
H -1.970 -4.255 2.625
H -4.024 -2.881 2.591
H -4.319 -1.134 0.869
H -2.543 -0.753 -0.819

=====

# 4
DFT (ωB97M-V/def2-TZVPD) results for C34H38Cl4N5O9RbS3 as an isolated structure.

Its multiplicity is 1. As for the energy above the lowest of the compared OMol25 structures with the same formula, charge and spin: 1.013 eV. As for the charge: -2. The HOMO energy comes out at -3.968 eV. Its LUMO energy is 2.8557 eV. The orbital gap is 6.82 eV.

Element x y z (Å)
Rb -0.246 0.927 -0.551
Cl -2.188 -1.515 -2.696
C -2.485 -0.401 -4.029
Cl -3.554 0.933 -3.560
H -2.964 -0.950 -4.830
H -1.526 0.008 -4.330
Cl -1.071 -2.464 0.588
C -2.495 -3.465 0.883
Cl -2.107 -5.197 0.797
H -3.238 -3.254 0.123
H -2.868 -3.257 1.878
S 6.149 -3.401 -1.357
C 4.439 -2.933 -1.260
C 3.996 -1.891 -2.058
C 2.688 -1.441 -1.909
N 1.833 -1.978 -1.045
C 2.263 -2.998 -0.307
C 3.550 -3.507 -0.356
C 6.153 -5.148 -1.161
C 5.227 -6.010 -1.744
C 5.390 -7.370 -1.559
N 6.396 -7.920 -0.874
C 7.275 -7.085 -0.334
C 7.199 -5.703 -0.434
H 4.650 -1.419 -2.781
H 2.331 -0.618 -2.516
H 1.545 -3.417 0.391
H 3.842 -4.315 0.300
H 4.391 -5.633 -2.317
H 4.677 -8.061 -1.993
H 8.084 -7.541 0.228
H 7.930 -5.076 0.057
C 2.303 -1.406 2.602
C 1.438 -0.605 3.551
O 0.130 -1.131 3.492
C -0.820 -0.340 4.182
C -2.207 -0.810 3.803
H 3.350 -1.109 2.682
H 1.970 -1.248 1.576
H 2.220 -2.470 2.840
H 1.439 0.447 3.253
H 1.824 -0.666 4.582
H -0.715 0.708 3.890
H -0.653 -0.434 5.268
H -2.371 -0.629 2.739
H -2.957 -0.255 4.369
H -2.328 -1.876 4.013
C 0.862 3.503 3.024
C 0.696 2.446 1.916
O -0.407 1.847 1.895
O 1.676 2.213 1.163
H -0.109 3.910 3.302
H 1.542 4.294 2.708
H 1.294 3.015 3.902
C 6.520 2.792 -3.381
C 5.022 2.622 -3.444
C 4.390 2.333 -4.648
C 3.012 2.141 -4.697
C 2.261 2.244 -3.541
C 2.875 2.542 -2.329
C 4.246 2.727 -2.290
S 0.510 1.859 -3.585
O 0.075 1.929 -4.967
O 0.477 0.495 -3.044
O -0.110 2.802 -2.670
H 6.930 3.049 -4.357
H 6.995 1.864 -3.052
H 6.797 3.574 -2.673
H 4.978 2.258 -5.557
H 2.508 1.916 -5.628
H 2.299 2.630 -1.412
H 4.719 2.957 -1.341
O -11.374 3.015 2.583
S -10.160 2.533 3.220
O -9.912 1.112 3.053
O -9.932 3.040 4.566
C -8.816 3.354 2.289
N -8.960 4.661 2.067
C -7.971 5.254 1.419
C -6.837 4.583 0.988
C -6.774 3.224 1.279
N -7.772 2.625 1.926
C -5.621 2.368 0.899
C -5.690 0.989 1.096
C -4.612 0.205 0.727
N -3.488 0.682 0.193
C -3.415 2.001 0.045
C -4.445 2.874 0.356
H -8.086 6.319 1.233
H -6.056 5.101 0.452
H -6.583 0.559 1.528
H -4.653 -0.872 0.859
H -2.491 2.401 -0.357
H -4.297 3.934 0.199

=====

# 5
DFT (ωB97M-V/def2-TZVPD) results for C34H38CuN2SbSe2Si as an isolated structure.

Its multiplicity is 2. As for the charge: +1. Its expectation value of S² is 0.753. The HOMO energy (spin up / spin down) comes out at -10.101 / -10.500 eV. Its LUMO energy (spin up / spin down) is -3.0999 / -4.1783 eV. The orbital gap (spin up / spin down) is 7.00 / 6.32 eV.

Element x y z (Å)
Cu -0.488 0.676 -0.131
Se -2.675 -0.148 2.687
Se -1.848 1.839 1.876
C -2.896 2.013 0.256
C -3.958 2.891 0.153
C -4.606 2.976 -1.072
C -4.182 2.181 -2.124
C -3.107 1.328 -1.929
N -2.465 1.251 -0.757
C -1.781 -1.498 1.643
C -1.950 -2.791 2.120
C -1.475 -3.847 1.363
C -0.863 -3.582 0.147
C -0.716 -2.265 -0.230
N -1.151 -1.227 0.511
H -4.263 3.486 1.002
H -5.437 3.659 -1.200
H -4.672 2.221 -3.089
H -2.743 0.684 -2.722
H -2.446 -2.961 3.067
H -1.588 -4.865 1.717
H -0.491 -4.372 -0.494
H -0.233 -2.020 -1.169
C 1.905 -3.039 3.173
C 3.270 -3.369 2.608
C 4.104 -4.259 3.285
C 5.353 -4.597 2.782
C 5.797 -4.044 1.587
C 4.984 -3.148 0.906
C 3.725 -2.811 1.406
Sb 2.530 -1.399 0.320
C 4.162 -0.073 -0.091
C 4.857 -0.124 -1.301
C 5.958 0.694 -1.528
C 6.380 1.560 -0.531
C 5.704 1.605 0.682
C 4.592 0.801 0.923
C 3.900 0.864 2.267
C 2.459 -2.439 -1.559
C 2.771 -3.803 -1.592
C 2.626 -4.543 -2.760
C 2.147 -3.929 -3.907
C 1.813 -2.581 -3.880
C 1.958 -1.823 -2.719
C 1.572 -0.363 -2.736
H 1.734 -3.562 4.114
H 1.112 -3.328 2.478
H 1.798 -1.968 3.361
H 3.765 -4.693 4.222
H 5.981 -5.294 3.325
H 6.771 -4.305 1.188
H 5.340 -2.709 -0.021
H 4.544 -0.817 -2.076
H 6.486 0.649 -2.474
H 7.244 2.195 -0.690
H 6.050 2.275 1.463
H 4.273 1.696 2.865
H 4.070 -0.057 2.837
H 2.818 0.988 2.156
H 3.146 -4.293 -0.701
H 2.890 -5.594 -2.770
H 2.028 -4.497 -4.822
H 1.429 -2.105 -4.779
H 1.151 -0.074 -3.701
H 2.424 0.289 -2.528
H 0.814 -0.136 -1.966
C 0.335 2.758 -2.843
Si 0.505 2.699 -0.987
C 2.289 2.923 -0.528
C -0.435 4.176 -0.315
H 0.308 3.812 -3.143
H -0.586 2.284 -3.204
H 1.183 2.277 -3.342
H 2.614 3.869 -0.983
H 2.928 2.119 -0.910
H 2.437 2.989 0.554
H 0.192 5.059 -0.482
H -0.631 4.122 0.760
H -1.388 4.334 -0.832

=====

# 6
DFT (ωB97M-V/def2-TZVPD) results for C34H38N3P2Pd as an isolated structure in a non-equilibrium geometry.

Its multiplicity is 5. As for the charge: +3. Its expectation value of S² is 6.037. The HOMO energy (spin up / spin down) comes out at -15.878 / -16.632 eV. Its LUMO energy (spin up / spin down) is -7.2913 / -10.7799 eV. The orbital gap (spin up / spin down) is 8.59 / 5.85 eV.

Element x y z (Å)
Pd 0.888 1.246 -0.552
C 1.861 -1.596 0.912
P 2.751 0.059 0.643
C 4.278 -0.335 -0.285
C 5.035 0.745 -0.777
C 6.183 0.563 -1.534
C 6.595 -0.760 -1.760
C 5.846 -1.804 -1.333
C 4.707 -1.604 -0.561
C 3.128 0.798 2.199
C 4.280 0.707 2.894
C 4.408 1.181 4.184
C 3.372 1.782 4.831
C 2.138 1.933 4.101
C 2.087 1.475 2.814
C 0.396 -1.295 1.089
C -0.402 -1.860 2.158
C -1.643 -1.335 2.092
C -1.599 -0.408 0.910
C -2.665 0.425 0.223
P -4.074 -0.617 -0.502
C -3.799 -2.343 -0.160
C -2.925 -3.025 -1.089
C -2.670 -4.390 -0.924
C -3.387 -5.121 0.022
C -4.278 -4.494 0.938
C -4.485 -3.149 0.809
C -5.602 -0.197 0.210
C -5.919 0.898 1.079
C -7.261 1.088 1.439
C -8.300 0.327 0.888
C -7.963 -0.689 0.039
C -6.685 -0.934 -0.304
N -0.365 -0.367 0.358
H 2.388 -2.017 1.774
H 2.066 -2.281 0.043
H 4.659 1.723 -0.742
H 6.840 1.372 -1.869
H 7.477 -0.904 -2.360
H 6.200 -2.829 -1.480
H 4.159 -2.457 -0.172
H 5.060 0.086 2.451
H 5.304 1.042 4.746
H 3.365 2.160 5.886
H 1.301 2.490 4.485
H 1.099 1.554 2.279
H 0.084 -2.660 2.735
H -2.516 -1.679 2.675
H -2.157 0.946 -0.570
H -3.076 1.156 0.943
H -2.512 -2.521 -1.967
H -2.010 -4.983 -1.594
H -3.264 -6.160 -0.017
H -4.845 -5.013 1.686
H -5.238 -2.690 1.414
H -5.083 1.484 1.515
H -7.470 1.814 2.203
H -9.335 0.406 1.163
H -8.763 -1.383 -0.276
H -6.477 -1.838 -0.870
N 1.458 0.536 -2.512
C 0.669 1.302 -3.563
C 1.388 2.574 -4.054
C 1.411 3.790 -3.134
C 2.389 3.844 -1.949
N 1.956 3.157 -0.697
H 2.435 0.645 -2.703
H 1.349 -0.482 -2.492
H -0.339 1.503 -3.230
H 0.608 0.670 -4.479
H 0.938 2.825 -5.010
H 2.467 2.322 -4.439
H 0.409 3.899 -2.711
H 1.709 4.596 -3.878
H 2.625 4.851 -1.610
H 3.382 3.416 -2.333
H 1.211 3.740 -0.265
H 2.752 3.092 -0.074